A cluster of 14 separate species, C57H150N14O25 in total at a distorted geometry. Source: OMol25; level of theory: wB97M-V/def2-TZVPD.

Structure (XYZ):
```
246
Properties=species:S:1:pos:R:3:forces:R:3:mulliken_charge:R:1
C 7.196836 -2.581734 0.344106 2.66 1.44 -0.96 0.570
O 8.154333 -2.060656 -0.251382 -0.50 -0.17 0.14 -0.726
N 6.387621 -1.937646 1.149895 -1.82 1.99 1.78 -0.190
N 6.924952 -3.866362 0.266268 -0.43 -2.79 -0.48 -0.295
H 6.509168 -0.951135 1.329103 0.39 0.20 -0.21 0.254
H 5.687986 -2.397702 1.714680 0.30 -0.21 -0.49 -0.064
H 6.016054 -4.133191 0.616707 0.26 -0.50 -0.09 0.240
H 7.579845 -4.475250 -0.203279 -0.45 0.12 0.09 0.237
C 6.937237 1.871749 0.863985 -0.54 -2.52 2.38 0.595
O 6.871481 0.823171 1.497716 0.89 -0.85 0.36 -0.818
N 5.895708 2.357458 0.313742 -4.94 1.65 -2.87 -0.063
N 7.933366 2.682127 0.803039 4.86 2.18 0.32 -0.402
H 5.089915 1.755349 0.222857 0.03 0.65 -0.05 -0.139
H 5.847940 3.329806 0.044757 -0.27 -0.43 -0.13 0.194
H 7.964389 3.447792 0.145090 0.09 -0.31 0.25 0.165
H 8.775309 2.445245 1.308133 -0.11 0.08 -0.25 0.266
C -0.860326 -4.924302 -1.376696 -1.22 0.19 0.78 0.650
O -1.768495 -5.664354 -1.078251 -1.40 -1.40 0.34 -0.741
N 0.377182 -5.103049 -1.006122 2.95 -1.34 0.74 -0.170
N -1.066442 -3.760005 -1.970367 -0.38 1.47 -1.44 -0.067
H 1.067832 -4.396355 -1.215153 0.33 -0.39 0.52 -0.054
H 0.554565 -5.893004 -0.402286 0.26 0.21 -0.31 0.327
H -0.264372 -3.182297 -2.177866 -0.71 0.35 0.03 -0.121
H -2.011294 -3.446811 -1.799369 0.02 0.70 -0.56 0.242
C 1.794192 5.272074 -8.272042 -0.07 1.05 0.98 -0.787
O 2.328329 5.744280 -7.024077 -0.41 0.11 0.58 -0.202
C 2.357892 7.190309 -6.721750 0.17 -2.19 -0.50 -0.780
C 2.509620 7.338669 -5.203509 -0.85 -0.62 -2.52 -0.524
N 1.310519 6.801268 -4.548129 0.92 1.80 0.13 -0.286
C 1.476270 7.179497 -3.168555 -0.47 -2.54 1.37 -0.633
C 0.574511 6.298315 -2.272660 -1.05 0.94 0.36 -0.726
O 0.662449 4.926391 -2.571667 0.41 -0.68 -0.29 -0.226
C -0.288482 3.998195 -1.991020 0.90 0.85 -1.27 -0.289
H 2.102030 5.975429 -9.045754 0.16 -0.41 -0.47 0.346
H 0.704808 5.236053 -8.265354 -0.27 0.29 0.16 0.312
H 2.093675 4.233441 -8.412292 0.54 0.28 -0.08 0.173
H 1.435073 7.677801 -7.036149 -0.01 0.02 -0.19 0.415
H 3.238580 7.519405 -7.273286 -0.07 0.72 0.08 0.397
H 2.569838 8.421188 -5.091135 -0.02 0.03 0.62 0.434
H 3.455390 6.873315 -4.925886 0.09 -0.09 0.43 0.337
H 1.222068 5.796784 -4.605412 0.27 -0.04 -0.21 0.173
H 1.376708 8.241545 -2.944432 -0.43 -0.03 -0.22 0.355
H 2.456958 6.881497 -2.797682 0.74 0.23 -0.13 0.357
H -0.463534 6.611266 -2.384996 -0.33 0.11 -0.02 0.419
H 0.868719 6.503805 -1.243424 -0.02 -0.11 0.34 0.342
H -1.293474 4.222621 -2.348395 -0.30 0.47 0.61 0.562
H -0.146849 3.921237 -0.913005 -0.29 -0.01 -0.06 0.170
H -0.085858 3.053983 -2.496495 0.37 -0.13 0.39 -0.498
C 1.938638 -0.999268 4.022056 -2.03 0.04 -0.69 -0.562
O 2.111646 -2.119394 3.151225 1.75 -0.10 0.55 0.134
C 3.468358 -2.653750 3.341025 -1.03 0.05 0.28 -0.742
C 3.640531 -4.014938 2.656736 -0.11 1.61 -0.08 -0.690
N 3.966610 -3.788859 1.236946 -0.37 -0.10 0.88 0.668
C 3.683397 -4.940099 0.436518 0.56 -0.06 -1.40 -0.895
C 3.703870 -4.601229 -1.066425 -0.19 0.58 0.13 -0.582
O 2.742258 -3.567129 -1.357655 -1.11 -0.79 0.21 0.386
C 2.710622 -3.078795 -2.708437 1.32 -0.18 0.45 -0.321
H 1.773801 -1.250589 5.069801 0.77 -0.40 0.18 0.413
H 0.948089 -0.621799 3.768214 -0.10 0.05 -0.28 -0.397
H 2.590433 -0.136322 3.885716 0.68 -0.37 -0.06 0.389
H 3.606195 -2.775411 4.415412 0.18 0.03 0.13 0.606
H 4.150553 -1.887267 2.973313 0.31 -0.08 0.00 0.227
H 2.691717 -4.519597 2.838908 -0.17 -0.42 -0.34 0.078
H 4.427025 -4.590213 3.145190 0.10 0.03 -0.05 0.427
H 3.368936 -3.053277 0.887946 -0.12 0.32 0.05 -0.811
H 2.768114 -5.431788 0.766079 -0.28 -0.19 -0.31 0.427
H 4.504139 -5.652989 0.515802 0.01 -0.38 0.33 0.446
H 3.580252 -5.546444 -1.594986 -0.69 0.05 -0.41 0.380
H 4.665464 -4.217554 -1.407340 0.38 0.03 0.39 0.241
H 1.779661 -2.628772 -3.053230 -0.33 0.02 0.80 -0.298
H 2.909348 -3.878017 -3.422474 0.35 -0.02 0.00 0.556
H 3.492785 -2.320555 -2.670957 0.07 0.13 -0.98 -0.040
C -7.354088 1.634932 3.587651 1.01 0.06 -1.06 -0.315
O -6.837440 2.731174 4.337344 -0.39 -1.07 0.24 -0.408
C -6.063311 2.275432 5.468557 -1.53 -0.31 -0.94 0.039
C -5.319612 3.443959 5.967592 0.96 0.52 0.65 -0.988
N -6.080931 4.573273 6.474474 -1.00 0.38 -0.04 -0.285
C -6.464774 4.554108 7.880984 -0.15 0.08 0.48 -0.331
C -7.776529 5.375822 8.125198 1.30 1.18 0.72 -0.785
O -8.983594 4.784313 7.826813 -0.54 -1.72 -0.52 -0.402
C -9.062101 4.318145 6.503821 -1.70 0.25 -0.58 -0.820
H -7.690831 2.001011 2.617764 -0.27 0.29 0.21 0.317
H -8.111602 0.958586 3.983679 -0.31 0.53 0.81 0.338
H -6.524695 0.976257 3.330053 0.30 -0.23 0.02 -0.143
H -5.395984 1.467627 5.168187 0.29 -0.03 -0.19 0.228
H -6.760724 1.839499 6.183879 -0.09 0.00 0.41 0.220
H -4.653344 3.757192 5.163807 -0.05 0.27 -0.14 0.220
H -4.641546 3.085617 6.742142 0.08 0.11 0.29 0.472
H -6.992635 4.660725 6.048759 0.69 -0.12 -1.18 0.268
H -5.593007 4.926399 8.419044 -0.32 0.36 0.55 0.472
H -6.632785 3.547688 8.264398 -0.21 -0.40 0.07 0.293
H -7.738578 6.333234 7.605553 0.47 0.18 -0.64 0.385
H -7.945453 5.715769 9.146967 0.73 -0.43 0.38 0.375
H -10.092838 4.023711 6.306330 -0.15 -0.19 0.38 0.347
H -8.460609 3.460139 6.203623 0.32 0.14 0.37 0.177
H -8.952679 5.159629 5.819692 0.60 0.12 -0.31 0.393
C -2.775084 6.206058 1.423716 -0.62 0.50 1.76 -0.792
O -1.979893 5.293802 2.186943 0.01 1.41 -0.33 -0.375
C -1.852331 4.058300 1.609461 0.82 -1.63 -1.36 -0.396
C -0.741441 3.248922 2.262378 -1.15 0.18 0.71 -0.234
N -1.267918 2.762513 3.570539 0.67 -0.04 -2.04 0.142
C -0.181316 2.095788 4.279473 -1.12 1.17 1.20 -0.886
C -0.670872 0.934020 5.126634 0.24 0.07 1.24 0.038
O -1.587070 1.384081 6.125957 -0.82 1.07 0.05 -0.451
C -2.078596 0.377720 7.004648 0.70 -0.49 -1.11 -0.803
H -3.781980 5.815664 1.275953 -0.09 -0.20 -0.05 0.343
H -2.444201 6.642697 0.481401 0.88 -0.72 -0.19 0.230
H -2.847776 7.041464 2.120079 -0.30 0.20 -0.19 0.321
H -1.596242 4.152094 0.554132 -0.08 0.14 -0.29 0.093
H -2.769250 3.471227 1.661388 -0.37 -0.05 0.09 0.316
H 0.119655 3.903568 2.396679 0.31 0.16 0.02 0.623
H -0.427215 2.408347 1.643674 -0.21 -0.03 -0.13 -0.195
H -1.588628 3.631794 3.972526 -0.01 -0.26 0.94 0.304
H 0.226409 2.814018 4.990808 0.41 0.03 0.23 0.603
H 0.629867 1.891680 3.580596 -0.10 -0.66 0.10 0.431
H 0.187028 0.642129 5.732361 0.44 -0.88 -0.40 0.654
H -1.130040 0.114453 4.573843 0.22 -0.20 -0.21 -0.407
H -2.532554 -0.400166 6.390707 -0.27 -0.29 0.06 0.251
H -2.814592 0.731011 7.726856 0.19 0.52 -0.29 0.280
H -1.249917 -0.094004 7.532733 0.14 -0.03 0.26 0.357
C 7.799996 1.180721 -2.968861 -0.19 -0.72 0.63 -0.645
O 6.589345 0.516571 -3.349019 -0.25 1.01 -0.99 0.037
C 6.403969 -0.759775 -2.787679 0.24 0.07 0.88 1.015
C 7.310586 -1.819140 -3.350337 -0.44 -0.22 0.26 -1.503
N 7.002998 -2.232504 -4.724328 0.50 -1.17 0.69 0.106
C 7.924980 -3.327927 -5.095573 -0.63 -0.12 -0.20 -0.857
C 7.914340 -3.517791 -6.605816 0.34 -1.25 1.06 -0.691
O 8.517248 -2.491111 -7.280502 0.57 1.64 -0.29 -0.226
C 8.079973 -2.500351 -8.595963 -0.89 0.71 -0.73 -0.842
H 8.659138 0.525347 -3.111912 0.09 -0.01 -0.01 0.347
H 7.727235 1.420559 -1.908069 0.16 0.01 0.23 -0.150
H 7.993532 2.108490 -3.507286 -0.60 -0.21 -0.40 0.297
H 5.362128 -1.079249 -2.812308 -0.30 0.29 -1.13 -0.343
H 6.478530 -0.703640 -1.701685 0.98 0.03 0.31 -0.597
H 7.182210 -2.647719 -2.653863 -0.31 -0.55 -0.26 0.709
H 8.364763 -1.619664 -3.157909 0.30 0.55 -0.32 0.500
H 7.030335 -1.514024 -5.433652 0.21 0.33 0.36 -0.430
H 7.588724 -4.276525 -4.677008 -0.58 -0.11 0.08 0.443
H 8.883305 -3.237531 -4.584152 0.61 0.50 -0.59 0.430
H 6.865791 -3.625482 -6.883344 -0.32 0.09 -0.12 0.346
H 8.436145 -4.398127 -6.981104 -0.14 -0.82 0.66 0.479
H 8.309849 -1.558180 -9.093530 0.41 -0.09 0.08 0.236
H 6.991369 -2.549525 -8.570914 -0.33 -0.05 -0.30 0.347
H 8.416606 -3.343872 -9.198662 0.39 -0.19 0.08 0.341
C 2.229799 3.139609 -4.504478 -0.35 -0.65 0.03 -0.043
O 2.631063 2.139060 -5.426009 1.28 0.66 -0.22 -0.394
C 3.137134 0.963246 -4.783445 -0.80 1.11 0.12 0.392
C 4.117080 0.212419 -5.668365 -1.12 0.32 0.94 -0.937
N 5.105556 1.148842 -6.106055 0.34 0.38 -1.12 0.001
C 5.834551 0.675910 -7.260087 0.64 0.11 0.06 -0.260
C 6.978724 1.588950 -7.685622 0.40 -0.43 -0.47 -0.826
O 8.032714 1.620096 -6.739729 0.12 0.93 1.16 -0.394
C 8.821807 0.440638 -6.673257 -0.23 0.63 -0.07 -0.314
H 2.820578 3.191335 -3.589924 0.35 -0.35 0.10 0.327
H 1.219492 2.851000 -4.214506 -0.35 0.60 0.26 0.214
H 2.286610 4.148181 -4.913923 -0.20 -0.35 -0.57 -0.331
H 2.189371 0.453639 -4.609773 0.31 -1.12 0.67 -0.064
H 3.622720 1.265410 -3.855540 0.03 -0.11 0.25 0.056
H 3.444648 -0.235870 -6.399796 0.75 0.10 -0.93 0.666
H 4.600277 -0.592464 -5.114476 -0.30 -0.47 0.26 -0.003
H 5.749698 1.305147 -5.343984 0.13 0.03 0.21 0.269
H 5.115776 0.483013 -8.056487 0.16 0.12 -0.24 0.498
H 6.364989 -0.252492 -7.048427 -0.18 -0.79 -0.03 -0.026
H 6.646773 2.593259 -7.948796 0.09 0.18 0.59 0.327
H 7.494373 1.216501 -8.570778 -0.59 -0.37 -0.67 0.437
H 9.789769 0.622602 -6.206327 -0.10 0.59 0.11 0.313
H 9.045325 0.162277 -7.703138 -0.14 -0.76 0.04 0.205
H 8.341577 -0.309841 -6.045345 0.05 -0.24 -0.54 0.113
C 3.897211 -0.097746 0.192779 -0.37 -0.14 0.04 0.909
O 2.977634 0.893208 -0.152117 -1.06 1.12 -0.41 -0.695
C 2.172000 0.552687 -1.243301 -1.24 -0.37 -1.47 0.210
C 0.999069 -0.432767 -0.941026 2.19 0.03 -0.80 1.719
N 0.119731 0.142621 0.020682 -2.11 -1.46 0.83 0.255
C -0.888746 -0.902356 0.502399 -0.67 0.95 0.13 0.566
C -2.028742 -0.188421 1.280480 1.70 0.10 0.89 -0.027
O -2.764162 -1.077774 2.134509 0.44 0.33 -0.66 0.935
C -3.603276 -0.347749 3.017964 -0.76 -0.29 -0.09 -1.090
H 4.248609 0.246525 1.165457 0.36 -0.76 0.06 0.782
H 4.696598 -0.149200 -0.546430 0.27 -0.10 0.06 0.399
H 3.369456 -1.051437 0.199663 0.37 -0.31 0.44 -0.935
H 2.739589 0.232465 -2.117030 0.63 -0.94 0.25 -0.651
H 1.733384 1.413246 -1.748432 -0.19 0.79 0.94 -0.036
H 1.438365 -1.382725 -0.636559 0.11 -0.40 0.51 -0.374
H 0.537203 -0.713469 -1.887585 -0.40 0.50 -0.12 -0.834
H 0.691493 0.298700 0.838503 0.14 0.44 0.25 0.209
H -0.418463 -1.662723 1.125908 0.24 -0.03 0.18 0.016
H -1.378389 -1.451987 -0.301491 0.43 0.13 -0.47 -0.788
H -2.593750 0.442142 0.594004 -0.64 -0.28 -0.04 0.715
H -1.550099 0.494216 1.982614 0.18 0.46 -0.08 -1.356
H -4.360972 0.094407 2.371059 -0.37 0.33 0.40 0.331
H -3.159939 0.412555 3.660992 0.73 0.32 -0.55 0.185
H -4.055860 -1.016887 3.749758 -0.12 -0.47 -0.45 0.022
C -6.699260 -2.607650 5.754216 0.72 0.64 -0.35 -0.260
O -7.155733 -3.669044 4.973130 -0.04 -0.61 -0.89 -0.256
C -8.055470 -4.553966 5.580157 -0.74 -0.04 0.69 -0.678
C -9.340623 -3.906381 6.064549 -1.57 0.30 1.10 -0.736
N -10.442133 -3.508297 5.126673 1.51 -1.65 -1.54 -0.341
C -10.773332 -4.645689 4.171029 -1.43 1.56 1.03 -0.465
C -11.887880 -4.181047 3.232050 1.14 0.75 -0.50 -0.726
O -13.126996 -3.853118 3.809560 -0.15 -0.19 1.32 -0.309
C -14.099523 -3.311213 2.924902 1.19 -1.01 -0.89 -0.702
H -5.796169 -2.251501 5.258560 -0.08 0.19 -0.28 -0.297
H -6.323764 -2.832477 6.752501 -0.48 -0.59 0.35 0.349
H -7.409497 -1.781886 5.796539 -0.15 0.03 0.13 0.300
H -7.534972 -5.024000 6.414568 -0.16 0.13 0.62 0.405
H -8.329043 -5.425551 4.985508 0.47 0.37 -0.87 0.391
H -9.097962 -3.063118 6.711181 0.10 0.42 -0.32 0.427
H -9.859424 -4.544578 6.779852 0.55 -0.86 0.26 0.438
H -11.278801 -3.376193 5.676796 -0.03 0.15 0.10 0.240
H -11.158893 -5.541645 4.657558 0.23 -0.28 0.54 0.310
H -9.950316 -4.951966 3.525323 0.18 0.40 0.20 0.393
H -11.885576 -4.973894 2.484057 -0.89 -0.05 -0.45 0.356
H -11.489917 -3.265381 2.794681 0.04 0.11 -0.53 0.346
H -15.013491 -2.997517 3.429237 0.35 -0.20 0.21 0.232
H -14.268181 -4.109699 2.202353 -0.80 -0.04 -0.20 0.306
H -13.682779 -2.511738 2.312311 0.07 0.50 0.27 0.310
C -5.179616 -2.744584 0.724032 -0.07 0.19 -1.39 -0.091
C -4.588895 -2.243547 -0.619946 0.60 0.67 0.93 0.314
O -3.758006 -3.208935 -1.213128 -0.19 -0.67 -0.17 -0.464
O -6.300302 -3.595443 0.503009 -0.32 0.30 0.09 -0.524
H -5.502757 -1.867904 1.285385 -0.21 -0.27 0.17 0.098
H -4.433354 -3.312329 1.279766 0.32 0.36 0.07 0.088
H -3.911590 -1.409162 -0.437865 -0.14 0.24 0.25 -0.261
H -5.308529 -1.891069 -1.358853 -0.55 -0.08 0.33 0.209
H -4.223759 -4.041348 -1.104658 0.46 -0.51 -0.37 0.201
H -6.015735 -4.375022 0.020426 0.01 -0.13 0.09 0.370
C -1.901253 0.259137 -3.091549 0.49 -0.69 -0.47 0.325
C -0.955275 -0.102385 -4.290715 -0.51 1.39 0.88 -0.194
O -0.667241 -1.483971 -4.434783 -0.37 0.10 0.56 -0.501
O -3.278698 0.000691 -3.303655 0.40 -0.12 -0.28 -0.624
H -1.814475 1.311498 -2.821173 0.12 0.10 -0.42 -0.048
H -1.555461 -0.275116 -2.206620 0.10 -0.25 0.11 -0.039
H -0.057682 0.475168 -4.069659 0.46 -0.06 -0.05 -0.135
H -1.362937 0.328061 -5.205393 -0.21 -0.10 -0.13 0.616
H -0.254160 -1.615178 -5.291375 -0.02 -0.02 -0.07 0.279
H -3.283300 -0.871322 -3.705126 -0.45 -0.29 -0.03 0.396
C -0.481671 -4.897646 2.562014 -1.13 0.06 -0.54 0.234
C -1.710909 -4.085292 3.061962 0.39 0.81 -0.92 0.097
O -1.253539 -2.800045 3.555227 0.04 -1.22 0.95 -0.554
O 0.190179 -5.693280 3.513928 0.25 0.42 0.47 -0.644
H 0.200868 -4.148965 2.159877 0.09 0.10 -0.19 -0.158
H -0.728758 -5.594248 1.760891 -0.46 0.18 -0.12 0.407
H -2.424968 -4.609295 3.697285 0.72 -0.08 0.92 0.441
H -2.401246 -3.815311 2.262813 0.34 -0.36 -0.83 -0.604
H -1.449052 -2.171992 2.855997 -0.37 0.19 0.10 0.020
H 0.801393 -5.075743 3.922155 0.10 -0.19 0.53 0.386
```
Forces are in eV/Å.

The energy above the lowest of the compared OMol25 structures with the same formula, charge and spin comes out at 78.0 kcal/mol. The HOMO-LUMO gap comes out at 8.69 eV. As for the LUMO energy: 0.32 eV. The total energy comes out at -133576.07735 eV. Its HOMO energy is -8.366 eV. The spin multiplicity is 1.